# C27H34As2BN4O9PbS

A molecular structure, C27H34As2BN4O9PbS (ωB97M-V/def2-TZVPD, the OMol25 dataset).

Results
Total energy (Eh): -7031.81715
Molecular weight (g mol⁻¹): 958.51
HOMO (spin up / spin down) (Eh): -0.6076 / -0.6224
Charge: +3
Energy above the lowest of the compared OMol25 structures with the same formula, charge and spin (kJ/mol): 110.3
Maximum force (eV/Å): 0.17

Geometry (Å):
Pb 0.43 -0.94 2.38
B 3.85 -1.78 4.01
N 2.65 -1.93 4.85
C 2.70 -2.26 6.18
C 1.42 -2.36 6.64
C 0.62 -2.07 5.53
N 1.35 -1.81 4.45
N 3.81 -1.39 2.59
C 4.93 -1.33 1.81
C 4.57 -0.94 0.55
C 3.18 -0.76 0.62
N 2.73 -1.02 1.85
H 4.79 -1.24 4.65
H 4.67 -2.72 4.23
H 3.64 -2.40 6.67
H 1.10 -2.61 7.64
H -0.46 -2.04 5.48
H 5.90 -1.58 2.22
H 5.21 -0.80 -0.30
H 2.50 -0.46 -0.16
C -0.02 -5.35 0.51
S -0.62 -3.68 0.50
O 0.46 -2.94 1.35
C -0.30 -3.21 -1.17
C -1.39 -3.14 -2.03
C -1.17 -2.80 -3.36
C 0.11 -2.52 -3.81
C 1.19 -2.58 -2.93
C 0.99 -2.93 -1.60
H 1.02 -5.35 0.19
H -0.64 -5.93 -0.17
H -0.12 -5.73 1.53
H -2.38 -3.38 -1.68
H -2.00 -2.77 -4.05
H 0.28 -2.25 -4.84
H 2.20 -2.39 -3.29
H 1.83 -3.00 -0.91
C -2.50 5.47 2.04
O -2.51 4.50 0.94
C -1.50 3.69 0.86
O -0.57 3.59 1.64
C -1.50 2.77 -0.33
C -2.42 2.76 -1.30
As -2.49 1.68 -2.99
C -1.35 2.90 -3.99
C -1.32 0.44 -1.92
C -0.03 0.82 -1.82
As 0.23 1.84 -0.15
C 1.48 3.23 -0.71
C 0.93 0.81 -2.99
O 0.58 0.60 -4.11
O 2.18 0.96 -2.56
C 3.19 0.95 -3.61
C -2.05 -0.25 -0.79
O -1.50 -0.64 0.21
O -3.32 -0.43 -1.08
C -4.13 -1.12 -0.09
C -3.49 3.84 -1.44
O -3.19 4.76 -2.15
O -4.69 3.70 -0.92
C -5.03 2.59 -0.07
H -3.35 6.11 1.85
H -1.57 6.03 2.01
H -2.60 4.94 2.98
H -2.00 3.75 -4.18
H -1.07 2.43 -4.93
H -0.48 3.23 -3.44
H 1.24 3.61 -1.70
H 2.49 2.82 -0.69
H 1.38 4.02 0.03
H 4.13 1.14 -3.11
H 2.97 1.73 -4.34
H 3.19 -0.02 -4.11
H -5.13 -1.14 -0.51
H -4.10 -0.57 0.85
H -3.74 -2.12 0.05
H -5.77 2.96 0.64
H -4.16 2.22 0.48
H -5.47 1.80 -0.68

Löwdin atomic charge list, values in e, 8 entries: 1.459 -0.342 -0.038 -0.007 0.014 -0.096 -0.101 -0.027